Entry 1:
10
Properties=species:S:1:pos:R:3:lowdin_charge:R:1 method="wB97M-V/def2-TZVPD" spin_multiplicity=1 smiles="C1=CN1.C=O" e_tot_ev=-6724.3046
C 0.41023 0.35572 -1.75438 -0.027
C -1.52943 -0.37564 1.97792 -0.147
C 0.88729 0.06042 -0.57689 -0.119
N 1.93578 0.12424 -1.63507 -0.031
O -2.59110 0.13378 2.20477 0.003
H -0.17800 0.24664 -2.60453 0.067
H -1.26569 -1.42792 2.31204 0.091
H -0.80071 -0.03555 1.11882 0.058
H 0.79236 -0.15331 0.45497 0.050
H 2.33926 1.07162 -1.49765 0.055

=====

Entry 2:
20
Properties=species:S:1:pos:R:3:lowdin_charge:R:1 method="wB97M-V/def2-TZVPD" spin_multiplicity=1 e_tot_ev=-40507.2871
C -1.49148 2.83796 0.26118 -0.084
C 2.67171 -1.63616 -0.83890 -0.141
C 0.63559 -1.65717 0.52006 -0.140
C -1.35626 1.95698 -1.08249 -0.480
N 1.82305 -0.91576 0.03781 -0.463
O -0.83120 0.77477 -0.89698 -0.181
P 1.79914 0.73618 0.13311 0.175
S 3.35958 1.78284 -0.46574 0.223
Cl 1.46654 0.88139 2.14820 0.299
H -0.52468 3.08257 0.56841 0.009
H -1.89581 3.89015 0.09756 0.082
H -2.11275 2.38187 1.01657 0.054
H 3.41404 -2.36290 -0.45439 0.112
H 2.09948 -2.35157 -1.43501 0.089
H 2.97815 -0.99598 -1.55442 0.021
H -0.23703 -0.98920 0.55380 0.050
H 0.39633 -2.41695 -0.17163 0.062
H 0.63566 -2.13548 1.57558 0.111
H -0.93947 2.72244 -1.80931 0.112
H -2.32679 1.82417 -1.46658 0.090

=====

Entry 3:
23
Properties=species:S:1:pos:R:3:lowdin_charge:R:1 method="wB97M-V/def2-TZVPD" spin_multiplicity=1 smiles=CSCCCN.O.O e_tot_ev=-20811.0806
C 1.75982 -1.07606 2.35099 -0.311
C 0.49586 -0.29569 2.02506 -0.257
C 0.71303 0.83265 1.00525 -0.509
S -0.54449 0.91146 -0.29985 0.772
C 0.16249 -0.32134 -1.42564 -0.412
N 1.58590 -2.42906 2.85089 -0.014
H 2.48233 -1.11434 1.55917 0.100
H 2.37235 -0.55174 3.09818 0.110
H -0.24459 -1.02698 1.69392 0.091
H 0.04011 0.13671 2.92215 0.108
H 0.77894 1.78156 1.50172 0.064
H 1.64047 0.69884 0.50016 0.048
H -0.40336 -0.30012 -2.35702 0.028
H 0.00270 -1.30820 -0.99831 0.027
H 1.21023 -0.10896 -1.60253 0.033
H 0.83476 -2.51944 3.51433 0.061
H 1.47800 -3.13169 2.13546 0.060
H 1.34502 2.16754 -6.08045 0.025
H 2.61501 2.97490 -6.06978 0.034
O 2.25139 2.13905 -6.38567 -0.059
H -6.79374 0.08373 -0.11916 0.030
H -6.55910 1.56641 -0.00191 0.033
O -7.22310 0.89077 0.18304 -0.064

=====

Entry 4:
71
Properties=species:S:1:pos:R:3:lowdin_charge:R:1 method="wB97M-V/def2-TZVPD" spin_multiplicity=1 e_tot_ev=-83854.1789
Cu 0.05262 0.61002 -0.20155 0.311
C 2.77096 -1.48882 -0.18698 -0.074
C 3.64638 -0.67396 -1.12349 -0.364
C 4.79904 -0.02516 -0.35085 -0.064
C 2.88500 0.37812 -1.87967 -0.268
C 3.37124 1.09497 -2.98524 -0.018
C 2.37485 1.99518 -3.28094 -0.071
N 1.36925 1.81308 -2.41289 -0.017
N 1.67154 0.81376 -1.54757 0.097
B 0.11594 2.69891 -2.27194 -0.512
N -1.18856 1.89442 -2.44441 -0.016
C -2.20404 2.15487 -3.28144 -0.072
C -3.26281 1.34027 -2.94223 -0.011
C -2.80104 0.59843 -1.84381 -0.274
N -1.54693 0.93607 -1.56053 0.097
C -3.55895 -0.41517 -1.03456 -0.361
C -3.54590 -0.05540 0.45169 -0.062
C -3.01632 -1.82478 -1.26236 -0.060
N 0.10469 3.38345 -0.88517 -0.013
C 0.04516 4.69749 -0.62062 -0.070
C -0.06066 4.86192 0.74237 -0.015
C -0.06221 3.55432 1.25643 -0.273
N 0.04420 2.67508 0.26699 0.091
C -0.23711 3.14422 2.69042 -0.365
C 0.24919 1.72744 2.95571 -0.093
C -1.70650 3.28984 3.09866 -0.060
H 3.34888 -2.29605 0.26844 0.089
H 1.92440 -1.92321 -0.71770 0.070
H 2.37973 -0.85298 0.61026 0.067
H 4.07869 -1.35145 -1.86715 0.138
H 4.40428 0.67212 0.39180 0.086
H 5.46055 0.53286 -1.01344 0.074
H 5.39037 -0.78235 0.16840 0.076
H 4.31593 0.96833 -3.48622 0.101
H 2.30643 2.75488 -4.04127 0.117
H 0.15735 3.54824 -3.12301 0.118
H -2.10186 2.90692 -4.04578 0.116
H -4.23361 1.29008 -3.40502 0.097
H -4.59370 -0.37955 -1.38754 0.132
H -2.52427 -0.06206 0.83649 0.050
H -4.13303 -0.77506 1.02645 0.078
H -3.96032 0.94027 0.61758 0.081
H -1.98244 -1.87200 -0.92351 0.041
H -3.04463 -2.09276 -2.31989 0.084
H -3.59540 -2.56236 -0.70205 0.081
H 0.08174 5.41668 -1.42174 0.117
H -0.12649 5.78524 1.29256 0.100
H 0.35595 3.83559 3.29741 0.137
H -0.36606 1.00889 2.40909 0.052
H 0.17632 1.49430 4.02041 0.084
H 1.28484 1.59383 2.63658 0.083
H -2.32705 2.61948 2.49903 0.078
H -2.06323 4.30772 2.93978 0.076
H -1.84468 3.03633 4.15191 0.076
C 0.68208 -1.83636 2.86710 0.008
C 0.10654 -2.15813 1.51660 -0.364
O -0.22129 -1.27744 0.73930 0.003
C -0.03639 -3.58547 1.12006 -0.149
C -0.19171 -3.89672 -0.22964 -0.022
C -0.32394 -5.21538 -0.62789 -0.059
C -0.30991 -6.23109 0.31932 -0.073
C -0.15272 -5.92905 1.66447 -0.072
C -0.00588 -4.60982 2.06363 -0.026
H 0.90587 -0.77630 2.92356 0.057
H 1.58350 -2.42209 3.04940 0.098
H -0.04024 -2.08876 3.64685 0.101
H -0.19706 -3.09626 -0.95654 0.109
H -0.43764 -5.45231 -1.67742 0.109
H -0.41740 -7.26197 0.00758 0.106
H -0.14122 -6.72066 2.40176 0.105
H 0.11969 -4.38269 3.11393 0.109

=====

Entry 5:
11
Properties=species:S:1:pos:R:3:lowdin_charge:R:1 method="wB97M-V/def2-TZVPD" spin_multiplicity=5 s_squared=6.039 e_tot_ev=-25863.2065 total_charge=+1
O -1.29352 -0.72770 -0.00256 0.043
C -1.91700 0.51066 -0.00566 -0.677
O -1.16764 1.50049 0.27645 -0.254
O -3.09686 0.52390 -0.29251 0.161
C -0.01174 -0.82503 0.47895 -0.261
H 0.07468 -0.82563 1.57115 0.139
C 1.03702 -1.04967 -0.33391 0.005
H 0.89875 -1.12418 -1.41524 0.100
H 2.01568 -1.23556 0.11109 0.072
Pm 0.92155 2.07256 0.22674 1.834
H 2.53909 1.18016 -0.61450 -0.163

=====

Entry 6:
7
Properties=species:S:1:pos:R:3:lowdin_charge:R:1 method="wB97M-V/def2-TZVPD" spin_multiplicity=4 s_squared=3.763 e_tot_ev=-35705.3497 total_charge=+2
C -1.47826 1.94698 -0.07968 -0.187
C -1.10576 3.10511 0.08082 0.232
O 2.01866 1.34224 0.18925 -0.311
Tm 0.92726 -0.46707 -0.00498 2.135
H -1.17487 4.17969 0.12243 0.089
O -1.20864 0.64139 -0.07028 -0.120
H -1.97398 0.11620 0.21846 0.162

=====

Entry 7:
18
Properties=species:S:1:pos:R:3:lowdin_charge:R:1 method="wB97M-V/def2-TZVPD" spin_multiplicity=1 e_tot_ev=-7886.0406
C 1.30271 0.73661 0.94079 -0.238
C 0.11449 1.35555 1.30166 -0.153
C -0.61531 0.10190 0.57408 -0.271
C -1.49570 -0.26852 -0.43688 -0.309
C 0.68722 -0.95947 -1.23736 -0.115
C 0.64799 0.24466 -0.26538 -0.326
H 1.66160 -0.21066 1.52421 0.163
H 2.28734 1.40716 0.81122 0.153
H -0.24561 1.56696 2.32531 0.114
H -0.30576 2.19700 0.62054 0.152
H -0.60191 -0.65434 1.30328 0.129
H -1.88799 0.58811 -0.98073 0.120
H -2.36683 -0.81501 -0.00427 0.131
H -0.99450 -2.23295 -1.05755 0.127
H 1.28378 -1.82848 -0.75157 0.122
H 1.08359 -0.99332 -2.19473 0.061
H 0.32279 0.96694 -1.12517 0.179
N -0.87789 -1.20216 -1.34743 -0.038